# C17H27ClN2O3S2

The molecule C17H27ClN2O3S2 at a distorted geometry (ωB97M-V/def2-TZVPD, the Open Molecules 2025 dataset).

The HOMO energy is -8.4 eV. The calculation puts the energy above the lowest of the compared OMol25 structures with the same formula, charge and spin at 13.53 kcal/mol. The value obtained for the largest force on an atom is 2.69 eV/A. As for the spin multiplicity: 1. The SMILES is CCS[C@H](C)C(=O)N(C)CCOCCN(C)C(=O)c1c(C)csc1Cl. The value obtained for the total energy is -61382.6583 eV.

Element x y z (Å)
Cl1 4.4837 4.7306 -0.2002
S1 4.1851 6.0496 -2.8467
S2 -0.7755 -0.1068 -2.3279
O1 0.1904 -2.6425 -0.0526
O2 1.5143 2.9167 -0.6920
O3 -2.3268 2.5008 1.0312
N1 -0.4006 -0.7665 1.0614
N2 0.3948 4.8093 -0.0961
C1 1.7139 -1.3737 -2.0433
C2 0.2362 5.2702 -3.5116
C3 3.4886 5.1567 -1.5411
C4 1.3383 4.1305 -0.8073
C5 2.1352 4.8733 -1.7510
C6 -0.9904 1.8161 -4.3377
C7 1.6414 5.4232 -2.9628
C8 -0.8844 -1.5152 2.2309
C9 -2.1200 1.0978 0.8636
C10 2.6642 6.0499 -3.6672
C11 0.6182 -0.6136 -1.2580
C12 0.0176 1.0541 -3.4730
C13 -1.6604 3.3387 0.0901
C14 -0.5190 4.0871 0.8028
C15 -0.6585 0.6808 1.1370
C16 0.1614 6.2597 -0.1377
C17 0.1143 -1.4117 -0.0233
H1 -2.7842 0.5797 1.5552
H2 0.6312 1.7530 -2.9041
H3 0.2359 5.1781 -4.5977
H4 -2.3712 4.0628 -0.3091
H5 -0.4869 2.5061 -5.0145
H6 2.5233 -1.6967 -1.3869
H7 -1.2970 2.7869 -0.7808
H8 -0.9332 4.7058 1.5997
H9 0.0586 3.3495 1.3614
H10 -0.4588 -1.1079 3.1483
H11 0.6946 0.4960 -4.1200
H12 -1.5834 1.1290 -4.9424
H13 -0.3812 1.0586 2.1212
H14 0.8875 6.8061 -0.7402
H15 1.0961 0.2950 -0.8998
H16 -0.0108 1.2620 0.4865
H17 -2.4421 0.7831 -0.1298
H18 2.1607 -0.7546 -2.8197
H19 -0.3931 6.1238 -3.2606
H20 -1.6799 2.3919 -3.7194
H21 2.5906 6.5234 -4.6352
H22 -0.6195 -2.5741 2.1982
H23 0.2094 6.6769 0.8692
H24 -0.8307 6.4713 -0.5390
H25 -1.9704 -1.4563 2.3047
H26 1.3071 -2.2661 -2.5221
H27 -0.2584 4.3728 -3.1411

Force components x, y, z for each atom (eV/Å):
Cl -0.39 0.01 -0.19
S -1.07 -0.43 0.20
S -0.38 -0.08 0.16
O 0.04 1.01 0.09
O -0.37 0.30 0.19
O 0.17 -0.09 -0.11
N -0.29 0.93 0.30
N -0.72 0.60 0.38
C -0.52 -0.39 0.22
C 0.20 -0.05 0.16
C -0.87 -0.10 -0.56
C -0.95 -1.30 1.20
C 2.24 1.48 -0.20
C -0.17 -0.36 0.33
C 1.05 0.41 -1.35
C 0.09 -0.28 -0.22
C 0.13 -0.26 -0.04
C -0.50 -0.24 0.57
C 0.85 0.23 0.07
C 0.48 0.16 -0.22
C 0.13 0.14 0.08
C 0.51 -1.11 0.04
C -0.04 0.28 -0.22
C 0.15 -0.07 -0.15
C -0.12 -1.45 -0.69
H -0.05 0.29 0.22
H -0.01 0.04 0.17
H 0.17 0.11 0.01
H -0.26 0.05 0.12
H 0.13 -0.05 0.04
H -0.10 0.06 0.13
H 0.21 -0.25 0.15
H 0.05 0.52 -0.42
H 0.15 -0.14 -0.22
H 0.06 0.21 -0.07
H -0.01 -0.02 -0.03
H -0.02 0.00 0.00
H -0.11 -0.30 0.34
H 0.05 -0.34 -0.04
H -0.12 0.31 0.08
H 0.15 -0.33 -0.42
H 0.23 0.05 -0.20
H -0.15 0.22 0.06
H -0.01 0.06 0.09
H -0.04 0.02 0.03
H -0.03 -0.04 0.03
H 0.10 0.29 -0.40
H 0.01 -0.13 0.05
H -0.06 -0.03 -0.02
H -0.06 0.04 -0.02
H -0.05 0.05 0.11
H 0.08 -0.02 0.19

These are the natural (NBO) partial charges, in e, on atoms 1 to 5: atom 1 (Cl): 0.06, atom 2 (S): 0.48, atom 3 (S): 0.19, atom 4 (O): -0.63, atom 5 (O): -0.63

---

# C4H10N2

A cluster of 2 separate species, C4H10N2 in total at a distorted geometry (ωB97M-V/def2-TZVPD, the Open Molecules 2025 dataset).

The HOMO energy is -8.1 eV. The calculation puts the energy above the lowest of the compared OMol25 structures with the same formula, charge and spin at 52.76 kcal/mol. The value obtained for the largest force on an atom is 2.89 eV/A. As for the spin multiplicity: 1. The SMILES is C=CN.C=CN. The value obtained for the total energy is -7288.3314 eV.

Element x y z (Å)
N1 2.2933 0.2406 -0.1575
N2 -2.4929 0.6212 0.1677
C1 3.4193 -0.3349 0.4539
C2 -3.3065 -0.4953 -0.1112
C3 4.5856 0.3312 0.4839
C4 -4.3928 -0.5165 -0.8840
H1 5.3902 -0.2839 0.8801
H2 2.3384 0.6065 -1.0882
H3 -1.8659 0.4737 0.9384
H4 3.1183 -1.0621 1.1990
H5 -4.7788 -1.4924 -1.1566
H6 -3.0514 1.4583 0.2605
H7 1.3969 0.0769 0.2439
H8 -2.8639 -1.4652 0.1192
H9 4.7026 1.3575 0.1454
H10 -4.9524 0.3971 -1.0440

Force components x, y, z for each atom (eV/Å):
N 0.44 -0.36 0.19
N -0.92 -0.54 0.13
C -1.22 2.59 0.40
C 0.88 -0.41 -1.07
C 0.02 -1.63 0.20
C -0.11 0.05 1.03
H 0.32 0.77 0.14
H 0.01 0.10 0.06
H -0.03 0.17 0.25
H 0.63 -0.80 -0.43
H -0.28 0.34 0.01
H 0.31 0.19 0.08
H -0.36 -0.19 -0.22
H 0.18 0.30 0.14
H 0.14 -0.47 -0.35
H -0.03 -0.10 -0.55

These are the natural (NBO) partial charges, in e, on atoms 1 to 5: atom 1 (N): -0.85, atom 2 (N): -0.81, atom 3 (C): 0.00, atom 4 (C): 0.01, atom 5 (C): -0.50

---

# C6H12N3O2

A cluster of 2 separate species, C6H12N3O2 in total at a distorted geometry (ωB97M-V/def2-TZVPD, the Open Molecules 2025 dataset).

The total charge is +1. The HOMO energy (spin up / spin down) is -14.7 / -14.7 eV. The calculation puts the energy above the lowest of the compared OMol25 structures with the same formula, charge and spin at 184.78 kcal/mol. The value obtained for the largest force on an atom is 4.99 eV/A. As for the spin multiplicity: 1. The value obtained for the total energy is -14968.4144 eV.

Element x y z (Å)
O1 3.4941 0.7202 0.4670
O2 5.6851 0.3935 0.5947
N1 2.3983 -0.5679 -0.3080
N2 4.5558 0.1930 0.3577
N3 3.1151 -1.4458 -0.6170
C1 1.0376 -0.3314 -0.3681
C2 -0.8570 1.2652 -0.3385
C3 -1.1748 -1.0622 0.5167
C4 0.3276 -1.2283 0.6957
C5 0.6504 1.1296 -0.1469
C6 -1.6004 0.3929 0.6686
H1 0.6809 -0.6737 -1.3529
H2 -1.3837 0.7398 1.6818
H3 0.6234 -2.2682 0.5491
H4 -1.4743 -1.4356 -0.4656
H5 -1.1461 2.3069 -0.2078
H6 -2.6742 0.4795 0.5113
H7 0.9262 1.4378 0.8616
H8 0.6294 -0.9045 1.6925
H9 1.1785 1.7655 -0.8574
H10 -1.1260 0.9730 -1.3559
H11 4.1457 -1.1880 -0.3391
H12 -1.6682 -1.6770 1.2736

Force components x, y, z for each atom (eV/Å):
O 0.71 2.56 1.31
O 0.51 1.17 0.62
N 3.02 -3.71 -1.44
N -0.40 -2.63 -1.25
N -2.61 1.16 0.15
C -2.82 0.40 0.32
C -0.06 0.00 0.33
C -0.14 0.03 0.33
C 0.16 -0.07 -0.25
C 0.15 0.20 -0.34
C -0.01 -0.05 -0.27
H 0.36 0.07 0.07
H -0.04 0.01 0.04
H 0.07 0.02 0.03
H -0.02 -0.07 0.01
H 0.07 0.04 -0.09
H -0.04 0.02 0.07
H 0.06 0.01 0.05
H 0.08 -0.01 0.04
H 0.06 0.05 0.01
H -0.03 0.04 -0.07
H 0.94 0.81 0.49
H 0.00 -0.04 -0.13

These are the natural (NBO) partial charges, in e, on atoms 1 to 5: atom 1 (O): -0.17, atom 2 (O): -0.18, atom 3 (N): 0.23, atom 4 (N): 0.43, atom 5 (N): -0.04

---

# C3H4O3

The molecule C3H4O3 (ωB97M-V/def2-TZVPD, the Open Molecules 2025 dataset).

The HOMO energy (spin up / spin down) is -9.4 / -9.2 eV. The calculation puts the energy above the lowest of the compared OMol25 structures with the same formula, charge and spin at 147.90 kcal/mol. The value obtained for the largest force on an atom is 0.36 eV/A. As for the spin multiplicity: 1. The value obtained for the total energy is -9312.2872 eV.

Element x y z (Å)
O1 -1.4471 0.4470 1.4096
O2 0.2300 1.2970 0.0192
O3 -1.1168 -0.2763 -0.7847
C1 1.1059 0.3391 -0.1317
C2 0.7549 -0.9906 -0.0598
C3 -1.1173 0.5826 0.2451
H1 1.4118 -1.7507 -0.4681
H2 0.0449 -1.3091 0.7080
H3 2.1013 0.6944 -0.3898
H4 -1.9677 0.9665 -0.5479

Force components x, y, z for each atom (eV/Å):
O 0.12 0.07 -0.27
O 0.33 -0.10 0.06
O 0.00 -0.20 0.05
C -0.09 0.23 -0.06
C 0.03 -0.03 0.12
C -0.14 -0.27 0.19
H -0.12 0.14 -0.01
H 0.07 0.03 -0.08
H -0.09 -0.07 0.06
H -0.12 0.21 -0.05

These are the natural (NBO) partial charges, in e, on atoms 1 to 5: atom 1 (O): -0.58, atom 2 (O): -0.46, atom 3 (O): -0.45, atom 4 (C): 0.30, atom 5 (C): -0.45

---

# C21H23N5O4S2

The molecule C21H23N5O4S2 at a distorted geometry (ωB97M-V/def2-TZVPD, the Open Molecules 2025 dataset).

The HOMO energy is -8.3 eV. The calculation puts the energy above the lowest of the compared OMol25 structures with the same formula, charge and spin at 5.24 kcal/mol. The value obtained for the largest force on an atom is 1.03 eV/A. As for the spin multiplicity: 1. The SMILES is Cc1cccc(NC(=S)N/N=C2\C(=O)N(C)c3ccc(S(=O)(=O)N4CCOCC4)cc32)c1. The value obtained for the total energy is -59460.9497 eV.

Element x y z (Å)
S1 2.5383 5.5230 -1.6011
S2 -1.9977 -2.5683 0.0596
O1 1.6870 -3.6579 2.2903
O2 -2.9875 -3.4106 0.6718
O3 -1.7714 -2.6983 -1.3496
O4 -1.6363 4.9352 0.4293
N1 -0.5016 -2.7314 0.8106
N2 2.6518 2.9303 -1.8655
N3 0.7013 3.8560 -0.8729
N4 0.1615 2.6956 -0.5743
N5 -2.9632 3.1524 1.0444
C1 2.3339 1.5654 -2.0012
C2 0.8915 -0.2295 -2.6563
C3 1.8566 -1.1493 -2.2805
C4 0.8321 -2.6722 2.8160
C5 0.3477 -3.7781 0.2780
C6 3.3092 0.6391 -1.6517
C7 -0.9824 2.6262 0.0143
C8 -0.5863 -2.8029 2.2529
C9 -1.8468 3.7369 0.4924
C10 -2.9006 1.7760 0.9383
C11 -1.6882 1.4043 0.3134
C12 1.1271 1.1280 -2.5369
C13 -1.4049 0.0769 0.0589
C14 -3.5309 -0.5081 1.0699
C15 -3.8265 0.8252 1.3294
C16 1.7394 -3.5948 0.8826
C17 -4.0500 3.8989 1.6184
C18 1.9287 3.9910 -1.4600
C19 4.1612 -1.6990 -1.4217
C20 -2.3481 -0.8601 0.4437
C21 3.0839 -0.7241 -1.7896
H1 5.0461 -1.5281 -2.0336
H2 0.3583 -3.6687 -0.8055
H3 -3.7969 4.9555 1.5357
H4 -0.0492 -0.5801 -3.0528
H5 -4.1822 3.6382 2.6700
H6 -0.0422 -4.7723 0.5400
H7 0.8337 -2.8123 3.8979
H8 -4.7517 1.1020 1.8090
H9 -4.9782 3.7045 1.0780
H10 -4.2166 -1.2947 1.3425
H11 2.4108 -4.3951 0.5684
H12 0.3869 1.8387 -2.8662
H13 -1.0344 -3.7551 2.5703
H14 3.6078 3.1759 -2.0932
H15 0.2361 4.7334 -0.6150
H16 -0.4960 -0.2286 -0.4309
H17 -1.2157 -1.9811 2.5983
H18 1.2197 -1.6714 2.5706
H19 4.2569 0.9868 -1.2644
H20 3.8287 -2.7224 -1.5725
H21 2.1408 -2.6209 0.5674
H22 1.6556 -2.2045 -2.3875
H23 4.4528 -1.5757 -0.3795

Force components x, y, z for each atom (eV/Å):
S 0.06 0.26 -0.02
S 0.26 0.22 0.26
O 0.08 -0.19 0.09
O -0.01 0.20 0.20
O 0.23 0.09 -0.13
O 0.13 -0.16 -0.08
N -0.84 0.29 -0.52
N 0.06 -0.05 0.09
N -0.59 0.64 0.18
N -0.52 -0.55 0.56
N 0.02 0.16 0.02
C -0.02 -0.63 -0.11
C -0.01 0.18 -0.07
C 0.15 -0.02 0.11
C -0.33 0.21 0.02
C 0.36 -0.29 -0.27
C -0.23 0.17 -0.06
C 0.71 0.35 -0.36
C 0.17 -0.02 0.61
C 0.00 0.65 0.00
C 0.34 -0.72 -0.22
C -0.37 -0.62 0.15
C 0.15 -0.17 -0.24
C -0.04 0.55 0.03
C 0.03 -0.19 -0.03
C 0.06 0.20 -0.04
C -0.22 -0.03 -0.23
C -0.11 0.17 0.07
C 0.56 0.39 -0.06
C 0.02 0.05 0.01
C 0.00 -0.70 0.02
C -0.13 -0.07 -0.09
H 0.08 -0.06 -0.01
H 0.17 -0.13 0.00
H -0.06 -0.08 0.03
H -0.12 -0.02 -0.05
H -0.01 0.02 -0.02
H 0.07 0.03 -0.05
H -0.06 0.09 -0.07
H -0.10 0.02 0.05
H 0.01 0.01 0.02
H -0.12 -0.05 0.08
H -0.05 0.08 -0.08
H -0.05 0.06 -0.04
H 0.03 0.10 0.02
H -0.27 0.11 0.02
H 0.10 -0.25 -0.08
H 0.20 0.03 -0.06
H 0.05 -0.02 0.19
H -0.02 -0.05 0.07
H 0.10 0.07 0.09
H 0.02 -0.10 0.00
H 0.01 -0.06 -0.04
H 0.00 -0.15 -0.02
H 0.05 -0.05 0.08

These are the natural (NBO) partial charges, in e, on atoms 1 to 5: atom 1 (S): -0.21, atom 2 (S): 2.32, atom 3 (O): -0.52, atom 4 (O): -0.94, atom 5 (O): -0.94

---

# C2H4NO4

A cluster of 2 separate species, C2H4NO4 in total (ωB97M-V/def2-TZVPD, the Open Molecules 2025 dataset).

The total charge is -1. The HOMO energy is -4.4 eV. The calculation puts the energy above the lowest of the compared OMol25 structures with the same formula, charge and spin at 30.98 kcal/mol. The value obtained for the largest force on an atom is 0.91 eV/A. As for the spin multiplicity: 1. The value obtained for the total energy is -11821.1066 eV.

Element x y z (Å)
O1 1.3689 -2.5081 1.0320
O2 -0.3071 0.5492 -1.2873
O3 -0.4579 0.5107 0.9547
O4 1.6126 -2.1840 -1.1613
N1 -1.3352 2.2479 -0.2269
C1 0.9842 -1.9628 -0.1655
C2 -0.6394 1.0093 -0.1821
H1 1.3750 -1.8030 1.6929
H2 -1.4375 2.7897 0.6049
H3 -1.2256 2.7261 -1.1058
H4 0.0619 -1.3751 -0.1557

Force components x, y, z for each atom (eV/Å):
O 0.56 0.18 0.19
O 0.06 -0.14 -0.42
O 0.03 -0.09 0.45
O -0.06 -0.31 0.29
N -0.24 -0.17 -0.55
C -0.03 -0.14 -0.89
C -0.05 0.25 0.25
H -0.59 0.01 0.03
H 0.19 0.09 0.26
H -0.04 0.13 0.18
H 0.17 0.20 0.22

These are the natural (NBO) partial charges, in e, on atoms 1 to 5: atom 1 (O): -0.75, atom 2 (O): -0.80, atom 3 (O): -0.84, atom 4 (O): -0.58, atom 5 (N): -0.92